{
  "formula": "ClH2NO2S",
  "method": "ωB97M-V/def2-TZVPD",
  "de_lowest_kcal_mol": 34.4,
  "gap_ev": 10.905,
  "smiles": "N=S(=O)=O.Cl",
  "lumo_ev": -0.45,
  "homo_energy_ev": -11.4,
  "total_charge": 0,
  "max_force_ev_per_a": 4.83,
  "species": ["N", "O", "O", "S", "Cl", "H", "H"],
  "xyz": [[-2.232, 1.621, 0.252], [0.167, 1.241, 1.219], [-0.292, 0.870, -1.223], [-0.766, 1.210, 0.111], [2.687, 1.948, -0.374], [-2.623, 1.982, 1.057], [3.983, 1.433, -0.427]]
}